An isolated molecule of C5H10N2 at a distorted geometry, computed with wB97M-V/def2-TZVPD.

Geometry as XYZ:
```
17
Properties=species:S:1:pos:R:3:forces:R:3:mulliken_charge:R:1
H 3.1309 -0.2951 0.4252 -0.275 0.216 0.292 0.23
N 2.1878 -0.6818 0.3233 0.473 -0.176 -0.192 -0.63
C 1.2668 0.1683 0.2037 -0.921 -2.671 -1.161 0.47
C 1.4668 1.6580 0.2998 -0.456 -0.052 -0.074 -1.29
C -0.2844 -0.6542 -0.2123 5.378 3.082 1.575 0.47
C -0.1978 -1.8999 -0.6032 -0.104 0.026 0.001 -0.90
C -1.1835 0.4062 0.1231 -6.055 -2.808 -1.148 -0.33
N -2.6781 -0.2745 -0.1051 1.230 1.998 0.643 -0.72
H 2.5206 1.9103 0.4463 -0.100 -0.233 -0.019 0.39
H 1.1214 2.1505 -0.6097 -0.081 0.077 0.038 0.28
H 0.9070 2.0602 1.1449 -0.075 0.108 -0.055 0.30
H 0.8003 -2.3194 -0.6740 -0.103 -0.059 -0.010 0.33
H -1.0590 -2.5138 -0.8168 -0.107 -0.001 -0.063 0.33
H -1.1751 1.2420 -0.5737 0.210 0.108 0.285 0.26
H -1.1916 0.6866 1.1746 0.259 0.186 -0.165 0.33
H -2.8090 -0.5802 -1.0656 0.363 0.044 0.224 0.24
H -2.8232 -1.0631 0.5196 0.363 0.155 -0.169 0.25
```
Forces are in eV/Å.

Calculated values
M = 98.149 g/mol
E_tot = -305.919839 a.u.
F_max = 6.8 eV/A
SMILES string = [H]/N=C(\C)C(=C)CN
Gap between HOMO and LUMO = 9.55 eV
Net charge = 0
Relative energy (zero: lowest compared OMol25 entry of this formula, charge and spin) = 273.1 kJ/mol
LUMO = 0.9 eV